Density functional theory data (ωB97M-V with the def2-TZVPD basis set) for a cluster of 7 separate species, C18H50F6N2O11P in total at a distorted geometry.

Bonds (Å) are listed after each position.
Positions of all 88 atoms, in Å:
1 O 2.6424 2.4606 -4.3065  H47 0.962, C70 1.423
2 F -0.4313 -1.7773 -2.2541  P39 1.623
3 C -0.7774 -1.7231 3.2832  H16 1.101, O57 1.404, H61 1.109, C68 1.487
4 H -3.9333 2.6406 1.0739  C51 1.095
5 C 4.0834 -0.8181 0.5818  C6 1.499, N12 1.474, H13 1.091, H19 1.089
6 C 5.0312 -1.2861 1.6445  C5 1.499, H36 1.096, H69 1.100, O77 1.445
7 H 5.5312 -1.4234 4.2936  C79 1.097
8 H 6.9463 -1.0910 3.3061  C79 1.095
9 H -5.2937 0.6809 0.0356  C56 1.096
10 H -1.3306 -4.6765 -3.7823  O34 0.966
11 H 1.7104 -3.6561 -2.8948  O23 0.960
12 N 4.7307 0.1744 -0.2953  C5 1.474, H54 1.011, C88 1.481
13 H 3.6509 -1.6281 -0.0079  C5 1.091
14 O -0.1369 2.0775 -3.4380  H60 0.960, C85 1.415
15 N -2.2234 1.3052 1.2679  H21 1.017, C41 1.468, C51 1.455
16 H -0.7806 -2.0923 2.2459  C3 1.101
17 H -2.3500 -2.7507 -3.5443  C53 1.097
18 H 6.1822 0.2577 4.2561  C79 1.088
19 H 3.3173 -0.2223 1.0761  C5 1.089
20 O -4.9926 0.4771 2.1295  C56 1.417, C67 1.394
21 H -1.8305 0.6066 0.6425  N15 1.017
22 O 3.2885 2.7737 -0.3423  C32 1.398, C62 1.416
23 O 1.0286 -4.2383 -2.5517  H11 0.960, H58 0.985
24 H -3.4981 -2.2409 -4.7886  C53 1.093
25 F -0.1041 0.2338 -1.0259  P39 1.627
26 H 1.7128 3.6570 0.8566  C32 1.095
27 H 2.1616 1.1278 -0.0527  C62 1.094
28 H -6.3617 -0.4161 3.3138  C67 1.097
29 O -4.2275 -3.7196 -3.6995  C53 1.411, H59 0.964
30 H 2.9143 4.6850 0.2293  C32 1.093
31 H -1.7753 -3.2989 -5.9428  C75 1.097
32 C 2.3659 3.7720 -0.0145  O22 1.398, H26 1.095, H30 1.093, H42 1.094
33 C -1.4271 3.3646 2.4455  O37 1.401, C41 1.524, H71 1.101, H81 1.101
34 O -1.4491 -4.9142 -4.7108  H10 0.966, C75 1.418
35 H -0.2248 1.9306 1.4849  C41 1.090
36 H 6.0795 -1.4962 1.4049  C6 1.096
37 O -1.6589 2.7343 3.6755  C33 1.401, C50 1.404
38 H 0.9614 0.5569 -4.1619  C85 1.096
39 P 0.0355 -1.3644 -0.7560  F2 1.623, F25 1.627, F72 1.640, F73 1.620, F78 1.624, F87 1.639
40 H -3.3055 2.0006 -0.3268  C51 1.109
41 C -1.2097 2.3657 1.3147  N15 1.468, C33 1.524, H35 1.090, H86 1.100
42 H 1.7860 3.9837 -0.9180  C32 1.094
43 H 1.9155 1.7545 -6.1154  C70 1.095
44 H 2.0368 1.8574 -1.6807  C62 1.094
45 H -0.3825 4.1453 4.6605  C50 1.100
46 H 0.1734 -0.0179 3.1736  O57 0.957
47 H 3.1820 3.1673 -4.6736  O1 0.962
48 O -3.1001 -1.7064 4.0587  H52 0.959, C68 1.420
49 H 4.5406 1.4136 -1.8399  C88 1.098
50 C -1.2498 3.4809 4.7914  O37 1.404, H45 1.100, H55 1.090, H82 1.094
51 C -3.5141 1.6932 0.7186  H4 1.095, N15 1.455, H40 1.109, C56 1.504
52 H -3.7227 -2.2871 4.4997  O48 0.959
53 C -3.0894 -3.1112 -4.2695  H17 1.097, H24 1.093, O29 1.411, C75 1.536
54 H 5.5743 -0.1920 -0.7148  N12 1.011
55 H -0.8830 2.7961 5.5565  C50 1.090
56 C -4.5142 0.5729 0.7987  H9 1.096, O20 1.417, C51 1.504, H84 1.096
57 O -0.6775 -0.3358 3.4739  C3 1.404, H46 0.957
58 H 0.7003 -3.7831 -1.7427  O23 0.985
59 H -3.9792 -4.5469 -3.2722  O29 0.964
60 H 0.1244 1.5940 -2.6509  O14 0.960
61 H 0.2617 -2.0683 3.4619  C3 1.109
62 C 2.7229 1.5885 -0.8715  O22 1.416, H27 1.094, H44 1.094, C88 1.513
63 H -3.0388 -4.4738 -5.9716  C75 1.093
64 H -1.9784 -3.4157 3.8299  C68 1.101
65 H 3.5927 -0.0716 -2.0835  C88 1.093
66 H 1.1190 3.2101 -5.5715  C70 1.097
67 C -6.0846 -0.3800 2.2530  O20 1.394, H28 1.097, H74 1.094, H76 1.100
68 C -1.8397 -2.3592 4.1067  C3 1.487, O48 1.420, H64 1.101, H83 1.105
69 H 4.6349 -2.2142 2.0827  C6 1.100
70 C 1.5650 2.2725 -5.2167  O1 1.423, H43 1.095, H66 1.097, C85 1.512
71 H -2.1990 4.1136 2.2116  C33 1.101
72 F -0.0187 -2.9685 -0.4168  P39 1.640
73 F 0.6337 -1.0988 0.7264  P39 1.620
74 H -6.0003 -1.4309 1.9620  C67 1.094
75 C -2.3403 -3.9779 -5.2927  H31 1.097, O34 1.418, C53 1.536, H63 1.093
76 H -6.9689 0.1021 1.8102  C67 1.100
77 O 5.1132 -0.2607 2.6598  C6 1.445, C79 1.420
78 F 1.5721 -1.5914 -1.2297  P39 1.624
79 C 6.0167 -0.6520 3.6825  H7 1.097, H8 1.095, H18 1.088, O77 1.420
80 H -0.2645 1.1289 -5.2809  C85 1.091
81 H -0.5408 4.0155 2.4933  C33 1.101
82 H -2.0899 4.1130 5.0923  C50 1.094
83 H -1.5021 -2.5033 5.1490  C68 1.105
84 H -4.0010 -0.3677 0.5670  C56 1.096
85 C 0.4774 1.4593 -4.5527  O14 1.415, H38 1.096, C70 1.512, H80 1.091
86 H -1.2214 2.8096 0.3085  C41 1.100
87 F -1.4440 -1.2130 -0.0668  P39 1.639
88 C 3.8505 0.7065 -1.3608  N12 1.481, H49 1.098, C62 1.513, H65 1.093

For the HOMO-LUMO gap, the calculation gives 7.94 eV. Its relative energy (zero: lowest compared OMol25 entry of this formula, charge and spin) is 2.806 eV. The charge is -1. As for the multiplicity: 1. Its lowest unoccupied orbital energy is 0.0934 Ha.

Density functional theory data (ωB97M-V with the def2-TZVPD basis set) for a cluster of 8 separate species, C18H50N2O8S6 in total at a distorted geometry.

Bonds (Å) are listed after each position.
Positions of all 84 atoms, in Å:
1 H 1.2996 8.1653 1.7096  C4 1.090
2 C -1.9895 2.0811 -2.6138  S21 1.887, H24 1.090, H58 1.090, H84 1.090
3 C 4.7486 -0.0099 -0.5364  O32 1.281, C38 1.490, N59 1.314
4 C 1.1891 7.1016 1.4989  H1 1.090, S37 1.897, H44 1.090, H73 1.090
5 H -5.7679 -0.7997 -0.2915  C9 1.090
6 H -0.5813 0.4155 2.4998  C29 1.090
7 H 2.6701 2.4705 -0.5126  C80 1.090
8 H 5.9526 -1.3246 0.4368  C38 1.090
9 C -5.0730 0.0025 -0.5400  H5 1.090, H18 1.090, H74 1.090, S75 1.885
10 C 0.9362 4.8562 2.8352  H22 1.090, H31 1.090, S37 1.831, H48 1.090
11 C 1.5213 -0.9619 1.0541  S28 1.841, H47 1.090, H67 1.090, H79 1.090
12 H -4.9474 -0.8904 2.2429  C30 1.090
13 H 2.6559 -1.4397 -3.5450  C77 1.090
14 H 6.8246 -0.6188 -0.7634  C38 1.090
15 C -3.3803 -3.5915 0.7484  O16 1.249, C45 1.484, N57 1.344
16 O -4.0368 -2.5314 0.6754  C15 1.249
17 C -5.3326 -5.0719 0.6594  H34 1.090, H56 1.090, N57 1.442, H71 1.090
18 H -4.0582 -0.2928 -0.8066  C9 1.090
19 C -1.0209 -1.0343 -4.0738  S25 1.856, H39 1.090, H41 1.090, H76 1.090
20 H 6.5497 0.4234 0.6385  C38 1.090
21 S -2.8066 2.9813 -1.1704  C2 1.887, C51 1.838, O72 1.542
22 H 0.1796 4.0912 3.0097  C10 1.090
23 H 5.0929 -4.2005 -0.3397  C36 1.090
24 H -2.5698 1.4346 -3.2721  C2 1.090
25 S 0.6242 -1.6701 -4.6507  C19 1.856, O64 1.614, C77 1.874
26 H -1.9254 -2.8678 1.8510  C45 1.090
27 O 0.4733 0.4408 -0.8289  S28 1.512
28 S -0.0566 -0.2898 0.3837  C11 1.841, O27 1.512, C29 1.839
29 C -0.5133 1.0174 1.5937  H6 1.090, S28 1.839, H54 1.090, H66 1.090
30 C -4.2717 -0.0374 2.3056  H12 1.090, H53 1.090, H68 1.090, S75 1.858
31 H 1.8886 4.7914 3.3614  C10 1.090
32 O 4.0661 -0.7337 -1.3433  C3 1.281
33 O 4.5395 -4.5815 3.2110  S65 1.505
34 H -5.7882 -4.3013 0.0376  C17 1.090
35 H 2.2760 -4.5498 0.4808  C69 1.090
36 C 4.9841 -3.7972 0.6671  H23 1.090, H42 1.090, H61 1.090, S65 1.865
37 S 0.1741 6.5136 2.9896  C4 1.897, C10 1.831, O60 1.532
38 C 6.0995 -0.3368 0.0000  C3 1.490, H8 1.090, H14 1.090, H20 1.090
39 H -1.0185 0.0504 -3.9667  C19 1.090
40 O -6.4776 1.3855 1.4562  S75 1.561
41 H -1.1600 -1.3880 -3.0522  C19 1.090
42 H 4.2263 -3.0264 0.8075  C36 1.090
43 H 4.8994 1.8407 0.2289  N59 1.010
44 H 0.6979 7.0692 0.5264  C4 1.090
45 C -1.9138 -3.4601 0.9361  C15 1.484, H26 1.090, H50 1.090, H52 1.090
46 H 3.6443 2.5424 -2.0324  C80 1.090
47 H 1.8101 -1.6717 0.2789  C11 1.090
48 H 1.3988 4.5129 1.9099  C10 1.090
49 H 1.1888 -0.8219 -2.5134  C77 1.090
50 H -1.4689 -2.8995 0.1139  C45 1.090
51 C -1.4955 4.2333 -0.8641  S21 1.838, H62 1.090, H70 1.090, H81 1.090
52 H -1.4352 -4.4146 1.1552  C45 1.090
53 H -3.2359 -0.3127 2.1067  C30 1.090
54 H 0.2523 1.7702 1.7816  C29 1.090
55 H 2.1603 -3.9105 2.0400  C69 1.090
56 H -5.5579 -6.0619 0.2627  C17 1.090
57 N -3.9136 -4.8187 0.6238  C15 1.344, C17 1.442, H78 1.010
58 H -1.6261 2.8211 -3.3269  C2 1.090
59 N 4.4594 1.2705 -0.4791  C3 1.314, H43 1.010, C80 1.499
60 O -1.2840 6.3646 2.5426  S37 1.532
61 H 5.9088 -3.3903 1.0763  C36 1.090
62 H -1.6646 4.8317 0.0311  C51 1.090
63 H 2.6391 1.1745 -1.6084  C80 1.090
64 O 1.0602 -1.0160 -6.0598  S25 1.614
65 S 4.2704 -5.0806 1.8174  O33 1.505, C36 1.865, C69 1.829
66 H -1.4595 1.3916 1.2029  C29 1.090
67 H 1.3971 -1.5457 1.9661  C11 1.090
68 H -4.3455 0.4481 3.2787  C30 1.090
69 C 2.4866 -4.8101 1.5181  H35 1.090, H55 1.090, S65 1.829, H82 1.090
70 H -0.5030 3.7949 -0.7605  C51 1.090
71 H -5.6423 -4.9258 1.6942  C17 1.090
72 O -4.0029 3.5861 -1.9321  S21 1.542
73 H 2.2686 6.9895 1.3982  C4 1.090
74 H -5.5900 0.7011 -1.1979  C9 1.090
75 S -5.0152 1.0703 1.0118  C9 1.885, C30 1.858, O40 1.561
76 H -1.8453 -1.4299 -4.6670  C19 1.090
77 C 1.7680 -0.8168 -3.4368  H13 1.090, S25 1.874, H49 1.090, H83 1.090
78 H -3.3779 -5.6510 0.4230  N57 1.010
79 H 2.2789 -0.1992 1.2338  C11 1.090
80 C 3.3171 1.9226 -1.1976  H7 1.090, H46 1.090, N59 1.499, H63 1.090
81 H -1.5869 4.9574 -1.6737  C51 1.090
82 H 1.9954 -5.6666 1.9798  C69 1.090
83 H 1.9283 0.2036 -3.7850  C77 1.090
84 H -1.0623 1.5318 -2.4505  C2 1.090

For the HOMO-LUMO gap, the calculation gives 7.76 eV. Its relative energy (zero: lowest compared OMol25 entry of this formula, charge and spin) is 3.432 eV. As for the multiplicity: 1. Its lowest unoccupied orbital energy is -0.0108 Ha.

Density functional theory data (ωB97M-V with the def2-TZVPD basis set) for a cluster of 5 separate species, C18H50N4O5 in total at a distorted geometry.

Bonds (Å) are listed after each position.
Positions of all 77 atoms, in Å:
1 H -4.5148 -17.7523 5.6497  N28 1.011
2 H -5.8421 -23.0129 7.5299  C23 1.100
3 H -4.8481 -20.4251 7.9677  C69 1.101
4 H -10.3876 -15.8292 -5.4984  C65 1.096
5 H -8.0740 -16.5562 5.6087  C26 1.100
6 H -6.1473 -22.2147 9.0808  C23 1.097
7 H -11.3674 -18.8418 -1.2529  C67 1.100
8 H -7.3475 -19.8413 5.1807  C41 1.097
9 N -13.1114 -15.9265 -3.4582  H59 1.012, C64 1.488, H66 1.013
10 H -13.2882 -22.3523 -1.0109  N27 1.010
11 H -10.4693 -19.1271 8.5045  C18 1.091
12 O -13.8185 -20.5115 0.4020  C35 1.410, C68 1.411
13 H -13.3783 -24.3605 1.7256  C40 1.098
14 C -9.6239 -16.6678 7.6881  C19 1.533, O29 1.405, H44 1.105, H45 1.095
15 H -9.5952 -15.9428 4.9454  C26 1.089
16 H -14.1955 -21.4000 2.2531  C35 1.099
17 H -6.6684 -18.3278 4.6745  C41 1.088
18 C -11.2553 -18.3776 8.3967  H11 1.091, C19 1.520, H42 1.092, H49 1.094
19 C -10.9138 -17.3940 7.2892  C14 1.533, C18 1.520, N47 1.480, H53 1.092
20 H -4.9094 -21.1573 6.3645  C69 1.102
21 H -6.5366 -18.7499 7.1428  C73 1.096
22 H -9.8699 -18.6227 6.0624  N47 1.021
23 C -6.5377 -22.3498 8.0646  H2 1.100, H6 1.097, H37 1.089, O52 1.400
24 H -11.4463 -18.8381 5.9057  N47 1.016
25 H -10.4691 -17.8963 -4.2264  C58 1.096
26 C -8.7960 -15.7277 5.6535  H5 1.100, H15 1.089, O29 1.409, H43 1.089
27 N -13.8233 -23.1354 -0.6650  H10 1.010, C32 1.490, H71 1.010
28 N -4.5596 -18.3487 6.4649  H1 1.011, C73 1.456, H77 1.013
29 O -9.2775 -15.5166 6.9605  C14 1.405, C26 1.409
30 H -9.7959 -17.8969 4.2164  O48 0.969
31 H -15.4952 -22.5777 0.4542  C32 1.093
32 C -14.4395 -22.7875 0.6458  N27 1.490, H31 1.093, C35 1.496, C40 1.519
33 O -12.1318 -18.5621 -3.1770  C58 1.414, C67 1.402
34 H -12.9641 -18.9899 1.4504  C68 1.100
35 C -13.7475 -21.6184 1.2733  O12 1.410, H16 1.099, C32 1.496, H55 1.101
36 H -8.5193 -19.0666 1.0867  C51 1.094
37 H -7.5062 -22.8461 8.0896  C23 1.089
38 H -14.7928 -23.8744 2.5488  C40 1.095
39 C -10.1259 -18.7534 2.4929  O48 1.409, C51 1.499, H57 1.108, H76 1.098
40 C -14.4046 -24.0192 1.5348  H13 1.098, C32 1.519, H38 1.095, H61 1.089
41 C -6.3994 -19.2979 5.0873  H8 1.097, H17 1.088, H54 1.091, C73 1.530
42 H -12.2037 -18.8794 8.1915  C18 1.092
43 H -8.2655 -14.8255 5.3541  C26 1.089
44 H -8.7683 -17.3605 7.7863  C14 1.105
45 H -9.7820 -16.3069 8.7098  C14 1.095
46 H -8.8378 -20.3900 2.1001  C51 1.098
47 N -10.7483 -18.1067 6.0029  C19 1.480, H22 1.021, H24 1.016
48 O -9.2652 -18.2198 3.4726  H30 0.969, C39 1.409
49 H -11.3768 -17.8992 9.3729  C18 1.094
50 H -12.1062 -20.2378 -1.9915  C67 1.089
51 C -9.3590 -19.6088 1.5306  H36 1.094, C39 1.499, H46 1.098, H72 1.087
52 O -6.7049 -21.1255 7.4056  C23 1.400, C69 1.423
53 H -11.6333 -16.5794 7.1831  C19 1.092
54 H -5.7788 -19.9181 4.4383  C41 1.091
55 H -12.6934 -21.8797 1.4519  C35 1.101
56 H -14.6482 -19.2575 1.8507  C68 1.096
57 H -10.8683 -19.4206 2.9743  C39 1.108
58 C -11.3025 -17.5096 -3.6289  H25 1.096, O33 1.414, H63 1.100, C64 1.507
59 H -13.8432 -15.4676 -3.9857  N9 1.012
60 H -12.6941 -17.0409 -5.2145  C64 1.095
61 H -14.9870 -24.8268 1.0930  C40 1.089
62 H -11.8391 -14.8734 -5.7653  C65 1.090
63 H -10.9112 -16.9716 -2.7531  C58 1.100
64 C -12.1463 -16.5369 -4.4116  N9 1.488, C58 1.507, H60 1.095, C65 1.523
65 C -11.2859 -15.4329 -5.0113  H4 1.096, H62 1.090, C64 1.523, H70 1.091
66 H -13.5330 -16.6805 -2.9290  N9 1.013
67 C -11.4998 -19.3615 -2.2136  H7 1.100, O33 1.402, H50 1.089, H75 1.097
68 C -13.9404 -19.2459 1.0136  O12 1.411, H34 1.100, H56 1.096, H74 1.084
69 C -5.4676 -20.5123 7.0620  H3 1.101, H20 1.102, O52 1.423, C73 1.506
70 H -10.9069 -14.7566 -4.2440  C65 1.091
71 H -13.2452 -23.9538 -0.5381  N27 1.010
72 H -9.9700 -20.1320 0.8002  C51 1.087
73 C -5.7698 -19.1590 6.4750  H21 1.096, N28 1.456, C41 1.530, C69 1.506
74 H -14.2394 -18.5048 0.2806  C68 1.084
75 H -10.5124 -19.6821 -2.5693  C67 1.097
76 H -10.7623 -17.9902 2.0252  C39 1.098
77 H -3.7403 -18.9442 6.4296  N28 1.013

For the HOMO-LUMO gap, the calculation gives 9.77 eV. Its relative energy (zero: lowest compared OMol25 entry of this formula, charge and spin) is 0.198 eV. As for the multiplicity: 1. Its lowest unoccupied orbital energy is 0.0214 Ha.

> Which formula does entry 2 have?

C18H50N2O8S6

> Number 3 is which compound?

C18H50N4O5

> Among the records above, which one has the lowest HOMO-LUMO gap?

C18H50N2O8S6